DFT (wB97M-V/def2-TZVPD) results for a 2-piece molecular cluster, C5H13N3 overall.

Geometry as XYZ:
```
21
Properties=species:S:1:pos:R:3:mulliken_charge:R:1
C 1.5712 0.2200 1.7201 -0.217
N 0.6175 0.3099 2.8081 -0.259
C -0.5110 0.9606 2.6512 0.374
N -1.5304 1.4686 2.5014 -0.508
H 2.2722 1.0620 1.7178 0.281
H 2.1357 -0.7070 1.8254 0.280
H 1.0302 0.2063 0.7705 -0.130
H 0.9970 0.2981 3.7449 0.241
C -2.1899 0.1937 -0.7380 -0.984
C -1.0481 -0.6608 -1.2667 -0.451
N 0.2118 0.0667 -1.2193 -0.308
C 1.2854 -0.6265 -1.9032 -1.025
H -1.9721 0.5480 0.2661 0.116
H -2.3481 1.0573 -1.3813 0.314
H -3.1073 -0.3880 -0.7116 0.356
H -1.2827 -0.9965 -2.2932 0.378
H -0.9303 -1.5549 -0.6453 0.308
H 0.0773 0.9829 -1.6401 0.212
H 2.1905 -0.0233 -1.8519 0.331
H 1.0632 -0.8425 -2.9592 0.372
H 1.4679 -1.5745 -1.3956 0.319
```

## Properties
Max |F| ... 1.1 eV Å⁻¹
E_tot ... -362.5378 Ha
HOMO level ... -9.0112 eV
Frontier orbital gap ... 0.3615 Eh
ΔE to the lowest compared entry with this formula, charge and spin ... 116.7 kJ/mol